{"formula": "C17H18N5O3S4SbTa", "method": "wB97M-V/def2-TZVPD", "elements": ["Ta", "Sb", "S", "S", "S", "S", "O", "O", "O", "N", "N", "N", "N", "N", "C", "C", "C", "C", "C", "C", "C", "C", "C", "C", "C", "C", "C", "C", "C", "C", "C", "H", "H", "H", "H", "H", "H", "H", "H", "H", "H", "H", "H", "H", "H", "H", "H", "H", "H"], "xyz": [[-0.24407, -0.58926, -0.46801], [-0.71283, -3.31213, -2.50656], [-0.74165, -0.85171, -2.74593], [1.60328, -3.78619, -2.81855], [-0.62622, -2.86168, -0.09493], [0.12069, -0.11092, 2.26454], [0.41339, 0.78516, 1.06963], [1.24956, -0.88828, 2.64262], [-1.05242, -0.85876, 1.71451], [-2.96383, 2.69695, -0.73143], [0.45970, 1.48362, -1.48698], [1.91343, -0.63764, -0.64646], [-1.94858, 0.77336, -0.43086], [3.86446, 0.37789, -0.74752], [-5.29227, -0.31224, 0.78600], [4.14827, -0.96248, -0.48335], [2.85602, -2.95819, -0.09364], [5.35952, -1.61687, -0.31209], [1.82944, 1.81612, -1.04085], [-1.81562, 2.02255, -0.83927], [-3.93091, 1.83206, -0.21446], [2.91428, -1.60166, -0.40176], [5.29092, -2.96752, -0.03883], [-3.95730, -0.48755, 0.48728], [-5.27396, 2.01726, 0.08751], [-0.52692, 2.57855, -1.35481], [-3.28011, 0.61649, -0.02265], [-0.41486, 0.91045, 3.56967], [2.54651, 0.52051, -0.82621], [4.05645, -3.62169, 0.07560], [-5.94019, 0.91897, 0.59018], [-0.69465, 3.06804, -2.31624], [6.20400, -3.52791, 0.10417], [-1.26369, 1.50005, 3.23293], [1.92157, -3.47737, 0.05292], [-0.14826, 3.33773, -0.66844], [-6.98821, 1.00651, 0.84050], [-3.11258, 3.65923, -0.99397], [-0.70066, 0.24247, 4.38250], [0.52224, 1.22044, -2.46711], [4.54564, 1.11156, -0.87260], [-3.46067, -1.43409, 0.65259], [1.77888, 2.34476, -0.08987], [4.03880, -4.67547, 0.31724], [2.35073, 2.44223, -1.76740], [0.42447, 1.53183, 3.87515], [6.30454, -1.09616, -0.38457], [-5.85565, -1.14465, 1.18423], [-5.77065, 2.96561, -0.06444]], "mulliken_spin": [0.0355, -0.0172, -0.0018, 0.9304, 0.0462, -0.0057, 0.0009, 0.0007, 0.0012, 0.0000, 0.0007, -0.0300, -0.0010, -0.0001, 0.0003, 0.0014, 0.0257, 0.0211, -0.0002, 0.0002, 0.0001, -0.0226, -0.0081, -0.0003, 0.0000, 0.0000, -0.0020, 0.0002, 0.0038, 0.0028, 0.0001, -0.0001, 0.0004, 0.0000, 0.0194, 0.0000, 0.0000, 0.0000, 0.0001, -0.0007, 0.0001, -0.0011, -0.0002, -0.0007, 0.0002, 0.0001, 0.0002, 0.0000, 0.0000], "s_squared": 0.755, "e_above_lowest_kj_mol": 0.00, "spin_multiplicity": 2, "energy_ev": -82936.096, "homo_ha": [-0.5319, -0.5326], "largest_force_ev_per_a": 0.62, "total_charge": 2}